{
  "formula": "C47H58BF2NO8SeTa",
  "method": "the ωB97M-V functional and the def2-TZVPD basis",
  "species": ["Ta", "C", "O", "C", "C", "C", "C", "C", "C", "C", "C", "C", "C", "C", "C", "C", "C", "C", "C", "C", "C", "C", "C", "C", "C", "C", "C", "C", "C", "C", "C", "C", "C", "O", "C", "C", "C", "C", "C", "O", "C", "C", "C", "C", "C", "C", "O", "C", "C", "C", "C", "H", "H", "H", "H", "H", "H", "H", "H", "H", "H", "H", "H", "H", "H", "H", "H", "H", "H", "H", "H", "H", "H", "H", "H", "H", "H", "H", "H", "H", "H", "H", "H", "H", "H", "H", "H", "H", "H", "H", "H", "H", "H", "H", "H", "H", "H", "H", "H", "H", "H", "H", "H", "H", "H", "H", "H", "H", "H", "O", "O", "F", "B", "F", "Se", "C", "N", "O", "O"],
  "positions_angstrom": [[-3.351, -0.405, -0.185], [-3.187, -3.743, -0.990], [-2.540, -2.484, -0.649], [-1.132, -2.659, -0.620], [-0.432, -2.491, -1.809], [-1.117, -2.026, -3.073], [-0.789, -0.587, -3.351], [0.173, -0.235, -4.285], [0.542, 1.091, -4.513], [-0.115, 2.073, -3.783], [-1.090, 1.768, -2.836], [-1.712, 2.847, -1.997], [-1.096, 2.851, -0.620], [0.181, 3.364, -0.411], [0.794, 3.321, 0.835], [0.078, 2.763, 1.893], [-1.202, 2.251, 1.737], [-1.933, 1.642, 2.911], [-1.337, 0.311, 3.266], [-0.489, 0.153, 4.352], [0.112, -1.069, 4.657], [-0.195, -2.155, 3.849], [-1.041, -2.046, 2.747], [-1.309, -3.215, 1.844], [-0.533, -3.067, 0.557], [0.844, -3.274, 0.538], [1.600, -3.100, -0.614], [0.934, -2.714, -1.777], [3.113, -3.297, -0.649], [3.463, -4.381, -1.677], [3.672, -3.718, 0.710], [3.773, -1.970, -1.054], [-1.572, -0.801, 2.468], [-2.334, -0.630, 1.330], [1.070, -1.161, 5.843], [2.223, -0.172, 5.630], [0.318, -0.805, 7.132], [1.661, -2.562, 5.997], [-1.748, 2.285, 0.462], [-3.058, 1.792, 0.257], [-4.096, 2.812, 0.470], [2.202, 3.858, 1.083], [2.839, 4.408, -0.191], [2.140, 4.983, 2.125], [3.083, 2.717, 1.612], [-1.391, 0.434, -2.624], [-2.284, 0.080, -1.632], [1.633, 1.405, -5.535], [1.928, 2.903, -5.618], [1.188, 0.918, -6.919], [2.925, 0.682, -5.127], [-2.970, -4.462, -0.202], [-4.253, -3.587, -1.080], [-2.775, -4.088, -1.936], [-0.788, -2.627, -3.922], [-2.195, -2.157, -2.985], [0.644, -1.028, -4.854], [0.124, 3.116, -3.939], [-1.547, 3.808, -2.486], [-2.790, 2.703, -1.924], [0.698, 3.793, -1.259], [0.525, 2.722, 2.879], [-1.860, 2.304, 3.775], [-2.994, 1.534, 2.683], [-0.299, 1.016, 4.979], [0.225, -3.129, 4.063], [-1.010, -4.131, 2.355], [-2.378, -3.293, 1.640], [1.323, -3.571, 1.462], [1.496, -2.567, -2.693], [2.986, -5.329, -1.424], [3.146, -4.102, -2.683], [4.542, -4.538, -1.701], [3.252, -4.667, 1.047], [4.752, -3.848, 0.630], [3.487, -2.964, 1.477], [3.459, -1.648, -2.048], [3.519, -1.177, -0.349], [4.858, -2.081, -1.067], [1.869, 0.859, 5.588], [2.935, -0.242, 6.454], [2.755, -0.385, 4.701], [-0.079, 0.210, 7.102], [-0.515, -1.489, 7.300], [0.991, -0.873, 7.988], [2.218, -2.868, 5.108], [2.355, -2.572, 6.838], [0.893, -3.310, 6.198], [-3.578, 3.762, 0.565], [-4.760, 2.812, -0.388], [-4.653, 2.577, 1.370], [2.272, 5.244, -0.605], [3.841, 4.774, 0.035], [2.935, 3.640, -0.962], [1.511, 5.805, 1.779], [1.741, 4.631, 3.076], [3.142, 5.375, 2.309], [3.125, 1.892, 0.899], [4.100, 3.078, 1.777], [2.713, 2.324, 2.560], [1.057, 3.471, -5.951], [2.259, 3.307, -4.659], [2.727, 3.075, -6.340], [0.260, 1.404, -7.224], [1.953, 1.150, -7.662], [1.025, -0.160, -6.935], [3.253, 0.996, -4.134], [2.795, -0.402, -5.112], [3.721, 0.909, -5.837], [-6.225, -0.325, 0.339], [-5.003, 0.389, 0.482], [-4.739, -2.093, 0.785], [-5.832, -1.629, -0.025], [-6.809, -2.489, -0.289], [-6.767, -0.041, -2.764], [-7.024, 1.500, -1.778], [-7.138, 2.500, -1.219], [-4.843, -1.429, -1.329], [-5.063, -0.324, -2.250]],
  "forces_ev_per_angstrom": [[0.439, -0.431, 0.262], [0.043, 0.009, 0.014], [-0.056, 0.024, 0.039], [-0.004, -0.052, -0.094], [-0.005, 0.018, 0.106], [-0.040, -0.104, -0.018], [0.123, 0.208, -0.103], [-0.083, 0.023, -0.019], [0.013, -0.022, -0.010], [-0.066, -0.021, -0.029], [0.156, -0.095, -0.117], [-0.110, 0.091, -0.010], [0.066, -0.075, 0.076], [0.015, -0.049, 0.011], [-0.045, 0.024, -0.012], [-0.034, 0.002, 0.000], [0.049, 0.002, -0.049], [-0.073, 0.085, -0.016], [0.135, -0.187, 0.173], [-0.086, -0.002, -0.027], [0.000, 0.051, 0.030], [-0.065, -0.067, -0.045], [0.121, 0.120, 0.218], [-0.068, -0.075, -0.061], [0.016, 0.048, -0.021], [0.022, 0.024, -0.020], [-0.006, -0.005, -0.027], [-0.015, 0.036, -0.006], [-0.009, 0.018, 0.019], [0.010, -0.003, -0.013], [0.006, -0.010, 0.032], [0.022, 0.010, -0.016], [-0.037, 0.089, -0.207], [0.050, -0.042, 0.120], [-0.020, -0.038, -0.006], [0.019, 0.035, -0.008], [0.010, 0.007, 0.026], [0.009, -0.030, 0.007], [-0.025, 0.086, -0.060], [-0.153, -0.061, 0.114], [0.079, 0.013, -0.075], [0.010, -0.032, -0.028], [0.020, 0.022, -0.025], [0.006, 0.002, 0.018], [0.010, 0.002, 0.021], [-0.066, -0.117, 0.212], [-0.178, 0.052, -0.012], [-0.019, 0.018, 0.040], [-0.005, 0.013, -0.006], [0.013, -0.011, -0.036], [0.009, -0.012, -0.011], [-0.014, -0.007, -0.012], [0.000, 0.016, 0.007], [-0.012, -0.015, 0.012], [0.043, -0.044, 0.055], [0.002, 0.045, -0.057], [0.009, -0.008, 0.001], [0.004, 0.005, 0.005], [0.022, 0.026, 0.071], [0.008, -0.001, -0.069], [-0.005, -0.003, -0.005], [-0.009, -0.006, 0.017], [0.040, 0.032, -0.037], [0.011, -0.034, 0.019], [0.004, 0.012, 0.000], [0.011, 0.001, 0.006], [0.029, -0.012, -0.043], [0.004, 0.013, 0.036], [-0.015, -0.005, 0.010], [0.002, 0.004, -0.013], [-0.003, -0.004, 0.011], [-0.006, -0.001, -0.004], [0.005, 0.007, -0.001], [-0.007, -0.008, -0.012], [0.004, 0.002, -0.002], [-0.006, 0.012, -0.003], [-0.011, -0.004, -0.007], [-0.002, -0.003, 0.018], [0.005, -0.005, -0.001], [-0.006, 0.002, -0.003], [-0.002, -0.004, 0.008], [0.001, -0.014, 0.001], [-0.008, 0.008, -0.006], [-0.005, -0.009, -0.007], [0.006, 0.001, -0.001], [0.009, 0.008, -0.008], [-0.002, 0.010, 0.005], [-0.016, 0.004, -0.003], [-0.023, 0.009, -0.020], [-0.005, -0.004, 0.044], [0.010, 0.010, 0.018], [-0.009, 0.006, 0.012], [0.003, -0.002, 0.002], [-0.003, -0.016, 0.000], [-0.004, -0.001, -0.017], [0.000, -0.001, 0.005], [0.004, 0.000, 0.003], [-0.003, 0.005, -0.020], [0.004, 0.002, 0.003], [-0.010, -0.002, 0.005], [-0.012, -0.002, -0.002], [0.009, -0.009, 0.009], [0.001, -0.005, -0.004], [-0.006, 0.012, 0.005], [0.005, -0.002, 0.002], [-0.005, -0.007, 0.007], [-0.003, 0.014, 0.009], [-0.006, -0.006, 0.002], [0.000, 0.002, -0.005], [-0.017, -0.077, 0.121], [-0.067, 0.122, -0.206], [0.024, 0.017, -0.014], [-0.172, 0.285, -0.232], [0.087, -0.169, 0.096], [-0.149, 0.068, 0.046], [0.034, -0.093, -0.023], [-0.017, 0.001, -0.004], [-0.033, 0.283, -0.002], [0.073, -0.052, -0.179]],
  "total_charge": 1,
  "max_force_ev_per_a": 0.669,
  "energy_ev": -140558.71905,
  "orbital_gap_ev": 7.4,
  "e_homo_ev": -10.98
}

{
  "formula": "C47H58Cl2N8O4ScSi",
  "method": "the ωB97M-V functional and the def2-TZVPD basis",
  "species": ["Sc", "Cl", "C", "C", "C", "Cl", "C", "C", "C", "C", "N", "C", "C", "O", "H", "H", "H", "H", "O", "C", "C", "O", "O", "C", "C", "C", "C", "C", "C", "C", "C", "C", "C", "C", "C", "H", "H", "H", "H", "H", "H", "H", "H", "H", "H", "H", "C", "C", "C", "C", "N", "N", "H", "H", "H", "H", "H", "H", "H", "H", "H", "H", "H", "H", "N", "C", "C", "C", "C", "C", "N", "C", "H", "H", "H", "H", "C", "C", "C", "C", "Si", "C", "C", "C", "C", "C", "C", "C", "C", "H", "H", "H", "H", "H", "H", "H", "H", "H", "H", "H", "H", "H", "H", "H", "H", "H", "H", "H", "H", "H", "H", "H", "H", "H", "H", "H", "N", "C", "N", "C", "N"],
  "positions_angstrom": [[-0.369, 0.569, 0.116], [-0.199, 4.230, -3.345], [-1.686, 3.494, -2.841], [-2.890, 3.956, -3.407], [-4.087, 3.414, -3.049], [-5.554, 3.991, -3.800], [-4.151, 2.380, -2.080], [-5.330, 1.732, -1.655], [-5.248, 0.737, -0.725], [-3.990, 0.384, -0.201], [-2.876, 0.959, -0.581], [-2.940, 1.943, -1.513], [-1.662, 2.473, -1.907], [-0.598, 1.957, -1.392], [-2.850, 4.750, -4.140], [-6.281, 2.024, -2.081], [-6.130, 0.209, -0.387], [-3.905, -0.406, 0.532], [-0.568, -0.899, -1.803], [-1.481, -1.997, -1.750], [-2.006, -1.981, -0.293], [-2.982, -2.645, 0.009], [-1.312, -1.256, 0.513], [-2.629, -1.797, -2.733], [-3.578, -2.805, -2.895], [-4.648, -2.626, -3.754], [-4.785, -1.440, -4.468], [-3.838, -0.441, -4.321], [-2.761, -0.621, -3.458], [-0.716, -3.288, -2.029], [-0.373, -4.186, -1.026], [0.407, -5.298, -1.319], [0.854, -5.520, -2.612], [0.508, -4.630, -3.621], [-0.279, -3.528, -3.330], [-0.128, -0.845, -2.656], [-3.481, -3.723, -2.329], [-5.383, -3.414, -3.865], [-5.627, -1.298, -5.134], [-3.933, 0.491, -4.867], [-2.032, 0.170, -3.344], [-0.710, -4.024, -0.010], [0.671, -5.988, -0.527], [1.470, -6.382, -2.835], [0.848, -4.796, -4.636], [-0.560, -2.844, -4.124], [0.500, 1.097, 5.849], [0.795, -0.022, 4.854], [0.120, -1.311, 5.308], [2.307, -0.240, 4.771], [0.178, 0.430, 3.594], [0.269, -0.403, 2.445], [0.895, 0.849, 6.836], [-0.577, 1.259, 5.927], [0.963, 2.035, 5.527], [0.499, -1.611, 6.288], [0.318, -2.133, 4.616], [-0.960, -1.176, 5.383], [2.714, -0.444, 5.766], [2.809, 0.644, 4.370], [2.559, -1.094, 4.143], [0.522, 1.343, 3.321], [-0.459, -1.104, 2.480], [1.162, -0.879, 2.372], [-4.269, -2.563, 5.551], [-3.960, -1.580, 5.042], [-3.573, -0.338, 4.425], [-3.703, 0.866, 5.111], [-3.318, 2.028, 4.472], [-2.811, 1.938, 3.182], [-2.671, 0.790, 2.529], [-3.049, -0.327, 3.135], [-4.100, 0.879, 6.118], [-3.400, 2.990, 4.957], [-2.491, 2.830, 2.655], [-2.933, -1.249, 2.569], [1.637, 1.197, -3.296], [2.645, 0.246, -2.632], [4.016, 0.606, -3.224], [2.299, -1.165, -3.141], [2.490, 0.343, -0.660], [3.457, -1.229, 0.035], [2.528, -2.452, -0.006], [4.784, -1.612, -0.637], [3.814, -0.976, 1.501], [3.430, 1.952, -0.043], [3.166, 2.209, 1.456], [4.956, 2.023, -0.212], [2.808, 3.134, -0.809], [1.706, 1.098, -4.388], [1.812, 2.244, -3.045], [0.601, 1.010, -3.000], [4.004, 0.414, -4.307], [4.832, 0.021, -2.797], [4.251, 1.663, -3.093], [2.080, -1.121, -4.217], [1.433, -1.612, -2.643], [3.115, -1.875, -3.016], [2.297, -2.778, -1.021], [1.569, -2.257, 0.487], [3.001, -3.303, 0.507], [4.667, -1.965, -1.660], [5.258, -2.428, -0.071], [5.490, -0.778, -0.653], [3.019, -0.480, 2.051], [4.693, -0.336, 1.598], [4.046, -1.925, 2.006], [3.826, 1.623, 2.098], [2.135, 1.986, 1.744], [3.353, 3.266, 1.684], [5.466, 1.249, 0.368], [5.318, 2.992, 0.162], [5.285, 1.934, -1.244], [1.714, 3.115, -0.792], [3.115, 3.146, -1.858], [3.134, 4.083, -0.363], [-0.226, 2.296, 1.372], [-0.101, 3.415, 1.698], [-0.092, 4.601, 2.155], [0.903, 5.462, 2.018], [1.726, 6.276, 1.966]],
  "forces_ev_per_angstrom": [[-0.052, -0.476, -0.425], [-0.046, 0.020, 0.013], [-0.075, 0.084, -0.090], [0.089, 0.011, -0.001], [-0.039, -0.047, 0.037], [0.022, -0.011, 0.020], [-0.068, 0.049, -0.060], [0.010, 0.004, -0.032], [0.023, -0.024, 0.037], [-0.029, 0.006, -0.057], [0.127, 0.094, 0.003], [0.036, -0.068, 0.071], [0.015, -0.106, 0.113], [0.148, 0.172, 0.123], [0.001, -0.009, 0.007], [0.005, 0.005, 0.008], [0.003, 0.000, -0.006], [-0.011, -0.010, -0.009], [-0.340, 0.127, 0.322], [-0.015, 0.052, -0.117], [-0.001, -0.026, 0.182], [0.106, -0.058, -0.002], [-0.222, -0.239, -0.015], [0.008, -0.016, 0.037], [-0.023, -0.012, -0.009], [0.011, 0.018, -0.002], [-0.013, -0.011, -0.006], [0.032, 0.013, 0.017], [0.011, -0.024, -0.027], [-0.046, -0.012, -0.006], [0.011, 0.002, -0.011], [-0.015, 0.021, 0.007], [0.013, 0.008, -0.007], [-0.021, 0.010, 0.019], [-0.018, -0.051, -0.024], [0.051, 0.078, -0.111], [0.007, 0.019, 0.003], [0.007, 0.010, 0.000], [0.010, -0.004, 0.004], [0.005, -0.016, 0.010], [-0.014, 0.008, 0.001], [-0.001, 0.009, -0.014], [-0.001, 0.008, -0.010], [-0.013, 0.008, 0.003], [-0.001, 0.001, 0.013], [0.008, -0.014, 0.023], [-0.015, 0.050, 0.032], [-0.060, 0.007, -0.089], [-0.020, -0.043, 0.017], [0.063, 0.047, -0.013], [0.008, -0.075, 0.049], [0.042, 0.269, 0.129], [-0.008, 0.000, -0.028], [0.027, -0.011, -0.001], [-0.015, -0.033, 0.000], [-0.003, 0.010, -0.026], [-0.012, 0.026, -0.007], [-0.021, 0.010, -0.007], [-0.018, 0.010, -0.029], [-0.016, -0.024, 0.002], [0.019, -0.038, -0.066], [0.014, 0.012, 0.019], [-0.085, -0.050, -0.024], [0.159, -0.052, -0.009], [0.028, 0.080, -0.038], [0.007, 0.016, 0.011], [-0.017, -0.130, 0.069], [-0.012, 0.028, 0.007], [-0.007, -0.001, 0.010], [0.041, -0.010, -0.015], [-0.013, -0.026, 0.000], [0.015, 0.022, -0.075], [0.001, -0.005, 0.007], [-0.001, -0.013, 0.000], [-0.004, -0.010, 0.004], [0.005, 0.004, 0.017], [-0.087, 0.051, -0.028], [-0.015, 0.032, -0.119], [0.053, -0.051, -0.009], [-0.048, -0.015, 0.045], [-0.217, -0.027, 0.053], [0.102, -0.070, -0.054], [-0.004, -0.036, 0.017], [0.019, -0.012, -0.021], [0.018, -0.002, 0.097], [0.057, 0.094, 0.022], [-0.098, 0.013, 0.014], [0.013, -0.013, 0.083], [0.058, 0.067, -0.032], [0.022, 0.007, -0.007], [-0.024, -0.173, -0.066], [0.155, -0.028, -0.070], [0.010, 0.011, 0.030], [-0.022, 0.023, 0.004], [-0.017, -0.003, 0.028], [0.018, -0.010, -0.007], [0.320, 0.039, -0.051], [0.074, -0.021, 0.055], [0.021, 0.044, 0.025], [0.031, 0.018, 0.002], [-0.009, 0.017, -0.014], [-0.066, 0.004, -0.063], [-0.019, 0.017, -0.020], [-0.039, -0.008, 0.005], [-0.095, 0.006, 0.064], [-0.014, -0.008, -0.017], [-0.013, 0.027, -0.004], [0.016, -0.029, -0.018], [0.101, -0.001, -0.040], [-0.013, -0.024, 0.003], [-0.030, 0.033, -0.032], [-0.011, -0.030, -0.017], [-0.028, -0.028, -0.101], [0.029, -0.008, 0.021], [0.028, 0.003, 0.107], [-0.015, -0.023, -0.002], [-0.027, 0.548, 0.139], [0.068, -0.029, -0.041], [-0.073, 0.079, 0.072], [0.099, -0.055, -0.035], [-0.125, -0.098, 0.002]],
  "total_charge": -1,
  "max_force_ev_per_a": 0.641,
  "energy_ev": -123421.75576,
  "orbital_gap_ev": 6.6,
  "e_homo_ev": -4.58
}